(1)
{"formula": "C12H19N5O2RhS2", "method": "wB97M-V/def2-TZVPD", "elements": ["Rh", "C", "S", "C", "S", "N", "N", "C", "C", "C", "C", "C", "C", "N", "H", "H", "H", "H", "H", "H", "H", "H", "N", "C", "C", "N", "H", "H", "H", "H", "H", "H", "H", "H", "C", "C", "O", "O", "H", "H", "H"], "positions_angstrom": [[0.147, -0.120, -0.327], [5.016, -0.765, -2.167], [4.565, -1.654, -0.669], [2.922, -1.195, -0.412], [2.147, -0.025, -1.447], [2.375, -1.795, 0.617], [1.098, -1.398, 0.843], [0.427, -1.922, 1.801], [-0.951, -1.459, 1.977], [-1.778, -1.957, 2.969], [-3.073, -1.472, 3.073], [-3.503, -0.504, 2.182], [-2.620, -0.055, 1.213], [-1.376, -0.510, 1.109], [6.042, -1.068, -2.369], [4.988, 0.311, -2.018], [4.383, -1.056, -3.001], [0.870, -2.679, 2.436], [-1.408, -2.717, 3.644], [-3.737, -1.850, 3.838], [-4.505, -0.103, 2.223], [-2.927, 0.691, 0.491], [0.732, 1.613, 0.710], [-0.063, 2.756, 0.185], [-0.213, 2.587, -1.315], [-0.810, 1.261, -1.561], [0.637, 1.552, 1.719], [1.721, 1.755, 0.511], [0.396, 3.712, 0.437], [-1.043, 2.717, 0.664], [0.764, 2.608, -1.798], [-0.812, 3.395, -1.737], [-0.647, 0.851, -2.497], [-1.817, 1.288, -1.431], [-0.804, -3.089, -3.236], [-0.588, -1.726, -2.639], [-0.450, -1.741, -1.341], [-0.528, -0.716, -3.339], [-0.057, -3.785, -2.858], [-0.758, -3.030, -4.319], [-1.784, -3.460, -2.933]], "lumo_ev": -4.02, "orbital_gap_ha": 0.2683, "total_charge": 1}

=====

(2)
{"formula": "C12H19N6O14P2W", "method": "wB97M-V/def2-TZVPD", "elements": ["W", "C", "C", "N", "C", "C", "N", "C", "C", "N", "H", "H", "H", "H", "H", "H", "H", "H", "H", "H", "H", "H", "H", "H", "H", "O", "P", "O", "O", "O", "P", "O", "O", "O", "H", "H", "O", "N", "O", "C", "C", "C", "C", "O", "C", "C", "N", "O", "O", "N", "O", "O", "H", "H"], "positions_angstrom": [[-0.538, 0.493, 0.153], [1.705, 2.693, 0.037], [2.279, 1.871, 1.165], [1.485, 0.598, 1.269], [1.320, 0.118, 2.695], [-0.145, 0.241, 3.117], [-0.822, 1.221, 2.211], [-0.438, 2.639, 2.512], [-0.386, 3.433, 1.227], [0.217, 2.603, 0.129], [2.017, 3.736, 0.093], [2.002, 2.309, -0.935], [3.327, 1.629, 0.988], [2.230, 2.400, 2.111], [2.017, -0.129, 0.799], [1.637, -0.921, 2.753], [1.984, 0.704, 3.327], [-0.666, -0.709, 3.029], [-0.245, 0.579, 4.149], [-1.841, 1.156, 2.350], [-1.188, 3.058, 3.184], [0.506, 2.635, 3.048], [-1.386, 3.711, 0.909], [0.194, 4.348, 1.347], [-0.166, 2.964, -0.746], [-4.321, 2.502, -0.713], [-3.549, 1.639, 0.296], [-3.576, 1.840, 1.736], [-2.041, 1.659, -0.260], [-3.957, 0.098, -0.154], [-2.811, -0.957, -0.163], [-3.369, -2.368, -0.236], [-1.922, -0.626, 1.086], [-1.746, -0.654, -1.221], [-5.100, 3.014, -0.434], [-4.295, -2.600, -0.045], [2.200, -5.350, -4.299], [1.815, -4.237, -4.547], [1.667, -3.716, -5.624], [1.470, -3.392, -3.368], [1.630, -3.920, -2.093], [1.319, -3.136, -0.999], [0.807, -1.853, -1.152], [0.444, -1.123, -0.101], [0.701, -1.345, -2.463], [1.024, -2.116, -3.586], [0.313, -0.001, -2.689], [0.280, 0.861, -1.656], [0.112, 0.449, -3.750], [1.555, -3.672, 0.360], [1.478, -4.857, 0.498], [1.833, -2.848, 1.219], [1.999, -4.933, -1.964], [0.940, -1.735, -4.597]], "lumo_ev": -12.72, "orbital_gap_ha": 0.2281, "total_charge": 3}

=====

(3)
{"formula": "C12H19NO", "method": "wB97M-V/def2-TZVPD", "elements": ["C", "C", "N", "C", "C", "C", "O", "H", "H", "H", "H", "H", "H", "H", "H", "H", "H", "H", "C", "C", "C", "C", "C", "C", "C", "H", "H", "H", "H", "H", "H", "H", "H"], "positions_angstrom": [[0.511, 2.388, -1.567], [1.042, 1.784, -0.288], [2.437, 1.440, 0.288], [3.491, 0.828, -0.414], [2.773, 1.639, 1.590], [1.961, 1.845, 2.851], [3.948, 1.416, 1.819], [0.968, 3.112, -2.354], [-0.606, 2.894, -1.416], [0.115, 1.707, -2.341], [0.502, 2.442, 0.498], [0.563, 0.662, -0.062], [3.641, -0.372, -0.315], [3.460, 0.678, -1.631], [4.438, 1.393, -0.313], [1.303, 2.690, 2.720], [1.479, 0.918, 3.127], [2.679, 2.005, 3.708], [-2.003, -3.128, 1.388], [-2.391, -2.334, 0.224], [-2.305, -0.930, 0.245], [-2.314, -0.230, -0.929], [-2.537, -0.855, -2.190], [-2.647, -2.253, -2.206], [-2.647, -3.020, -0.983], [-2.030, -2.579, 2.382], [-0.956, -3.497, 1.176], [-2.604, -4.017, 1.729], [-2.087, -0.359, 1.213], [-2.035, 0.819, -0.843], [-2.488, -0.215, -3.059], [-2.864, -2.773, -3.112], [-2.797, -4.098, -0.935]], "smiles": "CCN(C)C(C)=O.Cc1ccccc1", "lumo_ev": 0.63, "orbital_gap_ha": 0.3517, "total_charge": 0}

=====

(4)
{"formula": "C12H20BN2O15S2", "method": "wB97M-V/def2-TZVPD", "elements": ["N", "C", "C", "S", "O", "O", "N", "S", "O", "O", "C", "B", "O", "O", "H", "H", "H", "H", "H", "H", "H", "H", "C", "C", "O", "C", "O", "O", "H", "H", "H", "H", "C", "C", "O", "C", "O", "O", "H", "H", "H", "H", "C", "C", "O", "C", "O", "O", "H", "H", "H", "H"], "positions_angstrom": [[3.960, -1.489, -2.192], [2.669, -1.463, -2.308], [2.060, -0.309, -3.190], [0.821, 0.742, -2.264], [0.545, -0.009, -0.989], [1.487, 2.040, -1.924], [-0.501, 0.913, -3.313], [-1.967, 0.507, -2.579], [-2.145, 1.116, -1.209], [-3.046, 1.115, -3.444], [-2.340, -1.294, -2.538], [-1.100, -2.262, -2.876], [-0.518, -2.447, -4.145], [-0.491, -2.979, -1.781], [4.361, -0.705, -2.721], [2.054, -2.259, -1.812], [2.849, 0.378, -3.611], [1.542, -0.742, -4.098], [-2.685, -1.540, -1.496], [-3.181, -1.538, -3.240], [0.280, -2.995, -3.997], [-0.401, -2.360, -1.035], [2.670, -6.774, -2.879], [2.735, -5.292, -2.644], [1.908, -4.765, -3.677], [1.046, -5.757, -4.039], [0.108, -5.604, -4.757], [1.389, -6.943, -3.474], [2.748, -7.349, -1.957], [3.435, -7.122, -3.580], [2.316, -5.002, -1.677], [3.749, -4.900, -2.723], [-0.021, 1.742, 1.695], [-1.253, 0.906, 1.865], [-1.503, 0.986, 3.271], [-0.920, 2.124, 3.717], [-1.080, 2.578, 4.814], [-0.136, 2.685, 2.766], [0.012, 2.245, 0.730], [0.899, 1.167, 1.826], [-2.112, 1.313, 1.328], [-1.101, -0.127, 1.556], [-1.342, 5.668, 5.828], [-2.578, 5.453, 6.650], [-2.548, 6.552, 7.560], [-1.806, 7.534, 6.984], [-1.720, 8.646, 7.406], [-1.177, 7.086, 5.869], [-1.455, 5.319, 4.804], [-0.460, 5.197, 6.267], [-3.493, 5.512, 6.054], [-2.564, 4.504, 7.184]], "lumo_ev": 2.06, "orbital_gap_ha": 0.3166, "total_charge": -1}

=====

(5)
{"formula": "C12H20Br2FN7O4PS", "method": "wB97M-V/def2-TZVPD", "elements": ["C", "C", "Br", "C", "Br", "N", "C", "O", "N", "C", "O", "F", "C", "N", "C", "C", "C", "C", "N", "O", "N", "C", "C", "N", "N", "P", "S", "H", "H", "H", "H", "H", "H", "H", "H", "H", "H", "H", "H", "H", "H", "H", "H", "H", "H", "O", "H", "H"], "positions_angstrom": [[3.293, -3.111, -0.453], [2.134, -2.150, -0.245], [2.182, -1.516, 1.587], [2.242, -0.997, -1.247], [1.532, -1.569, -2.958], [1.680, 0.297, -0.859], [2.619, 1.390, -0.917], [2.603, 2.161, -1.803], [3.570, 1.393, 0.158], [4.823, 0.893, -0.210], [5.130, 0.443, -1.255], [5.625, 0.939, 0.840], [0.382, 0.374, -0.527], [-0.434, -0.670, -0.549], [-1.625, -0.211, -0.165], [-2.826, -1.065, -0.063], [-2.786, -2.226, -1.068], [-4.192, -2.667, -1.417], [-4.357, -3.984, -1.920], [-5.122, -1.917, -1.303], [-1.575, 1.090, 0.106], [-2.649, 1.938, 0.582], [-2.593, 2.086, 2.087], [-2.149, 1.117, 2.762], [-0.274, 1.509, -0.115], [0.178, 3.179, 0.175], [0.078, 4.349, -1.332], [4.231, -2.597, -0.263], [3.225, -3.922, 0.262], [3.280, -3.514, -1.461], [1.199, -2.673, -0.389], [3.289, -0.811, -1.455], [3.638, 2.339, 0.525], [-3.739, -0.512, -0.254], [-2.854, -1.483, 0.942], [-2.190, -3.054, -0.703], [-2.329, -1.890, -1.997], [-4.166, -4.027, -2.916], [-3.695, -4.615, -1.481], [-3.575, 1.444, 0.309], [-2.637, 2.899, 0.075], [-2.929, 3.020, 2.531], [-2.167, 1.313, 3.760], [-0.625, 3.612, 1.223], [1.449, 3.024, 0.720], [0.937, 3.534, 3.184], [1.418, 2.773, 3.528], [0.750, 4.067, 3.965]], "lumo_ev": -3.16, "orbital_gap_ha": 0.3430, "total_charge": 1}

=====

(6)
{"formula": "C12H20Br3INO6P", "method": "wB97M-V/def2-TZVPD", "elements": ["C", "C", "C", "O", "O", "C", "C", "C", "P", "N", "O", "O", "C", "O", "O", "C", "C", "C", "C", "I", "H", "H", "H", "H", "H", "H", "H", "H", "H", "H", "H", "H", "H", "H", "H", "H", "H", "H", "H", "C", "Br", "Br", "Br", "H"], "positions_angstrom": [[-1.292, -0.664, -3.770], [-1.020, 0.838, -3.732], [0.450, 1.143, -3.543], [1.320, 0.489, -4.031], [0.740, 2.282, -2.842], [0.392, 2.254, -1.450], [1.269, 1.252, -0.718], [1.257, 1.362, 0.801], [2.263, -0.027, 1.598], [2.633, 0.773, 3.050], [3.679, 0.192, 0.772], [1.970, 2.614, 1.076], [1.212, 3.409, 1.854], [1.594, 4.348, 2.463], [-0.087, 3.014, 1.763], [-0.062, 1.589, 1.582], [-1.430, 1.158, 1.057], [-1.551, -0.147, 0.272], [-0.926, -1.405, 0.865], [-1.244, -1.675, 2.948], [-0.835, -1.115, -4.648], [-2.365, -0.852, -3.800], [-0.883, -1.165, -2.891], [-1.285, 1.281, -4.696], [-1.624, 1.335, -2.974], [-0.671, 2.030, -1.346], [0.558, 3.264, -1.082], [2.298, 1.432, -1.033], [1.021, 0.226, -1.020], [3.558, 1.190, 3.051], [2.563, 0.114, 3.817], [3.757, -0.456, 0.063], [0.086, 1.160, 2.580], [-2.093, 1.085, 1.921], [-1.810, 1.984, 0.452], [-1.142, -0.034, -0.737], [-2.619, -0.342, 0.144], [0.145, -1.465, 0.686], [-1.378, -2.283, 0.410], [-1.659, -6.160, 2.229], [-0.371, -5.319, 1.070], [-1.607, -5.423, 4.000], [-3.429, -6.082, 1.484], [-1.383, -7.202, 2.303]], "lumo_ev": -0.21, "orbital_gap_ha": 0.3295, "total_charge": 0}

=====

The records above yield energy values of -48973.25929; -70733.12689; -16285.88740; -68811.08172; -194309.23625; -254061.27392 eV, respectively.